{
  "formula": "C24H17AsN2PtS4",
  "method": "ωB97M-V/def2-TZVPD",
  "species": ["C", "C", "H", "H", "Pt", "C", "H", "N", "S", "C", "H", "C", "C", "H", "H", "H", "H", "C", "H", "H", "C", "H", "H", "H", "C", "C", "C", "C", "C", "H", "C", "C", "C", "H", "H", "N", "C", "H", "C", "C", "C", "C", "C", "S", "S", "S", "C", "C", "As"],
  "positions_angstrom": [[-0.9666, 2.2865, 0.5991], [2.0494, 1.9814, -1.7297], [3.1006, -3.7454, -0.7737], [2.5342, -3.7967, 1.6243], [-1.9248, 0.2864, -1.4312], [3.0901, 1.5955, -2.5726], [1.2141, 3.5356, -0.4788], [-3.5193, -4.5293, 4.0819], [-3.1741, -0.3310, -4.7506], [-0.3362, 0.3867, 2.5578], [2.3374, -1.8738, -2.1898], [-3.6105, -1.6642, 2.0698], [1.4265, -1.9661, 1.5825], [-0.0891, -0.3188, 3.3403], [-1.5083, 1.6101, 3.8675], [3.0866, 0.6293, -3.0627], [-1.1678, 3.0554, -0.1380], [-1.8452, -2.3959, 0.1177], [-1.1503, -2.6467, -0.6735], [-4.3181, -1.3467, 2.8222], [-3.0123, -2.9204, 2.1274], [-1.6436, -4.2642, 1.1371], [-3.7171, 0.1618, 0.9491], [1.1928, -2.0081, 2.6384], [-3.3037, -3.8159, 3.2096], [-1.4590, 2.4279, 1.8911], [4.1492, 2.4642, -2.7715], [0.9848, -0.9054, 0.8019], [-3.2797, -0.8248, 1.0278], [3.0990, 5.0661, -0.8638], [4.1477, 3.7102, -2.1560], [-0.1700, 1.1790, 0.2908], [2.1864, -2.9779, 1.0087], [4.9751, 4.3879, -2.3164], [-2.0682, 3.2847, 2.1448], [-2.4116, -1.1828, 0.0683], [-2.1181, -3.2936, 1.1282], [4.9724, 2.1730, -3.4090], [0.1499, 0.2163, 1.2727], [-1.1403, 1.4843, 2.8577], [2.0266, 3.2350, -1.1264], [2.0822, -1.8946, -1.1380], [2.5093, -2.9499, -0.3415], [-3.7342, 1.6370, -4.0930], [-2.2416, -1.2109, -3.2713], [-2.4919, 2.1487, -2.6505], [1.3364, -0.8826, -0.5556], [3.0915, 4.0950, -1.3395], [0.6595, 0.7078, -1.3837]],
  "e_homo_ev": [-14.28, -14.59],
  "spin_multiplicity": 5,
  "total_charge": 2,
  "lumo_ev": [-6.4837, -9.3905],
  "de_lowest_kj_mol": 27.4
}

{
  "formula": "C3H4GdO3",
  "method": "ωB97M-V/def2-TZVPD",
  "species": ["H", "O", "H", "Gd", "H", "C", "C", "C", "O", "O", "H"],
  "positions_angstrom": [[2.9295, 0.4504, -0.6649], [-0.6474, 0.8907, 0.2415], [1.4578, -1.7099, -1.4760], [1.4075, 1.4099, 0.2294], [0.6192, -1.4588, 1.5118], [0.5424, -1.4236, 0.4195], [1.5978, -1.6439, -0.3940], [-1.3772, -0.1058, -0.0685], [-2.5527, -0.1032, -0.3753], [-0.7383, -1.3349, -0.0738], [2.5706, -1.8429, 0.0588]],
  "e_homo_ev": [-13.27, -13.94],
  "spin_multiplicity": 8,
  "total_charge": 1,
  "lumo_ev": [-4.6356, -8.7377],
  "de_lowest_kj_mol": 287.3
}